Entry 1:
The molecule C8H12 in a non-equilibrium geometry. Source: OMol25; level of theory: ωB97M-V with the def2-TZVPD basis set.

CARTESIAN COORDINATES (ANGSTROEM)
C1 -1.47 1.04 -1.60
C2 -0.93 -0.35 -1.35
C3 -0.62 -1.29 -2.25
C4 -0.99 -1.50 0.84
C5 -0.46 -0.54 0.05
C6 0.49 0.45 0.58
C7 1.41 0.36 1.57
C8 2.36 1.38 2.10
H1 -0.70 1.74 -1.91
H2 -2.25 0.97 -2.35
H3 -1.80 1.44 -0.63
H4 -1.19 -1.16 -3.17
H5 0.06 -2.13 -2.23
H6 -0.71 -1.61 1.87
H7 -1.60 -2.22 0.31
H8 0.66 1.36 0.01
H9 1.09 -0.39 2.30
H10 2.72 1.19 3.10
H11 3.29 1.43 1.52
H12 1.96 2.40 2.10

Properties
SMILES string ... C=C(C)C(=C)/C=C/C
HOMO-LUMO gap ... 9.395 eV
Relative energy (zero: lowest compared OMol25 entry of this formula, charge and spin) ... 1.5867 eV
Charge ... 0
Highest occupied orbital energy ... -8.5086 eV

Entry 2:
A structure of composition C38H33F3N4P2RbS2. Source: OMol25; level of theory: ωB97M-V with the def2-TZVPD basis set.

CARTESIAN COORDINATES (ANGSTROEM)
Rb1 -0.67 -1.11 -1.13
N1 2.01 -0.95 1.57
P1 0.31 -0.86 1.98
C1 0.16 0.91 2.40
C2 -0.70 1.69 1.63
C3 -0.83 3.06 1.88
C4 -0.09 3.64 2.89
C5 0.78 2.87 3.66
C6 0.90 1.51 3.42
C7 0.30 -1.63 3.63
C8 1.14 -2.67 4.00
C9 1.02 -3.28 5.25
C10 0.04 -2.85 6.13
C11 -0.81 -1.82 5.77
C12 -0.68 -1.21 4.53
P2 2.47 -0.89 -0.12
C13 4.28 -1.02 0.05
C14 4.98 -1.42 -1.09
C15 6.36 -1.50 -1.07
C16 7.06 -1.20 0.09
C17 6.36 -0.82 1.24
C18 4.98 -0.72 1.21
C19 2.24 0.90 -0.44
C20 1.66 1.29 -1.64
C21 1.45 2.63 -1.94
C22 1.81 3.60 -1.01
C23 2.40 3.22 0.19
C24 2.62 1.89 0.48
H1 2.45 -1.75 2.01
H2 -1.27 1.24 0.83
H3 -1.50 3.66 1.27
H4 -0.18 4.70 3.09
H5 1.36 3.33 4.45
H6 1.58 0.91 4.01
H7 1.91 -3.05 3.33
H8 1.68 -4.09 5.52
H9 -0.06 -3.33 7.10
H10 -1.58 -1.48 6.45
H11 -1.34 -0.40 4.27
H12 4.44 -1.68 -1.99
H13 6.90 -1.81 -1.96
H14 8.13 -1.27 0.11
H15 6.90 -0.59 2.15
H16 4.44 -0.41 2.10
H17 1.41 0.53 -2.38
H18 1.01 2.92 -2.88
H19 1.65 4.64 -1.23
H20 2.69 3.98 0.91
H21 3.07 1.60 1.42
C25 -0.10 0.16 -5.18
C26 -0.94 -1.07 -5.15
N2 -1.33 -1.67 -4.06
C27 -2.07 -2.80 -4.34
C28 -2.23 -3.05 -5.66
S1 -1.46 -1.85 -6.59
C29 -2.62 -3.62 -3.24
C30 -3.44 -4.70 -3.39
S2 -3.82 -5.35 -1.87
C31 -2.87 -4.15 -1.11
N3 -2.31 -3.32 -1.94
C32 -2.72 -4.09 0.38
H22 -0.19 0.69 -4.23
H23 -0.40 0.84 -5.97
H24 0.95 -0.09 -5.33
H25 -2.76 -3.87 -6.14
H26 -3.83 -5.13 -4.30
H27 -3.24 -4.90 0.88
H28 -3.12 -3.15 0.77
H29 -1.67 -4.14 0.66
F1 -4.78 5.58 -2.25
C33 -4.76 4.96 -1.07
F2 -6.01 4.91 -0.60
F3 -4.04 5.73 -0.23
C34 -4.15 3.58 -1.17
C35 -4.33 2.68 -0.13
C36 -3.71 1.45 -0.23
N4 -2.94 1.09 -1.26
C37 -2.80 1.96 -2.26
C38 -3.38 3.22 -2.26
H30 -4.93 2.93 0.73
H31 -3.82 0.72 0.57
H32 -2.19 1.64 -3.09
H33 -3.23 3.90 -3.09

Properties
HOMO-LUMO gap ... 8.444 eV
Relative energy (zero: lowest compared OMol25 entry of this formula, charge and spin) ... 0.2815 eV
Charge ... +1
Highest occupied orbital energy ... -10.4669 eV

Entry 3:
The molecule C4H7FN2O. Source: OMol25; level of theory: ωB97M-V with the def2-TZVPD basis set.

CARTESIAN COORDINATES (ANGSTROEM)
C1 0.05 -0.45 1.60
C2 0.51 -0.13 0.20
C3 0.47 1.36 -0.14
C4 -0.45 -0.64 -0.87
H1 -0.05 -1.52 1.72
H2 0.80 -0.08 2.30
H3 -0.95 0.01 1.81
H4 1.11 1.56 -0.99
H5 0.71 2.03 0.70
H6 -1.57 0.56 -2.07
H7 0.33 -2.29 -1.19
N1 -1.37 0.40 -1.09
N2 -0.44 -1.72 -1.52
O1 -0.90 1.58 -0.46
F1 1.76 -0.67 -0.01

Properties
SMILES string ... [H]/N=C1/NOC[C@]1(C)F
HOMO-LUMO gap ... 10.271 eV
Relative energy (zero: lowest compared OMol25 entry of this formula, charge and spin) ... 2.2153 eV
Charge ... 0
Highest occupied orbital energy ... -9.3879 eV

Entry 4:
A structure of composition C22H17Cl3FeN5O5S. Source: OMol25; level of theory: ωB97M-V with the def2-TZVPD basis set.

CARTESIAN COORDINATES (ANGSTROEM)
Fe1 -0.89 -0.24 0.40
C1 0.94 -2.30 1.82
N1 0.66 -0.85 1.88
C2 1.82 0.05 1.77
C3 1.84 0.78 0.46
N2 0.96 0.61 -0.48
C4 1.25 1.55 -1.46
C5 0.59 1.84 -2.65
C6 1.10 2.87 -3.42
C7 2.23 3.60 -3.02
C8 2.89 3.32 -1.84
C9 2.37 2.29 -1.07
N3 2.74 1.76 0.16
C10 0.68 -2.81 0.44
N4 0.28 -2.05 -0.53
C11 0.06 -2.89 -1.61
C12 -0.40 -2.60 -2.89
C13 -0.52 -3.65 -3.78
C14 -0.19 -4.97 -3.40
C15 0.27 -5.26 -2.13
C16 0.38 -4.20 -1.25
N5 0.79 -4.12 0.08
H1 1.98 -2.49 2.10
H2 0.30 -2.82 2.53
H3 0.14 -0.65 2.73
H4 1.79 0.79 2.58
H5 2.75 -0.52 1.89
H6 -0.29 1.30 -2.94
H7 0.61 3.14 -4.34
H8 2.59 4.40 -3.65
H9 3.76 3.88 -1.53
H10 3.46 2.11 0.77
H11 -0.69 -1.60 -3.17
H12 -0.89 -3.47 -4.77
H13 -0.30 -5.76 -4.12
H14 0.52 -6.28 -1.85
H15 1.03 -4.88 0.68
Cl1 -3.02 5.09 5.20
C17 -2.37 4.03 3.98
C18 -2.72 2.69 3.98
C19 -2.18 1.88 3.00
Cl2 -2.57 0.20 2.91
C20 -1.31 2.35 2.00
O1 -0.78 1.58 1.09
C21 -1.00 3.71 2.06
Cl3 0.09 4.35 0.87
C22 -1.51 4.55 3.03
H16 -3.40 2.29 4.71
H17 -1.24 5.60 3.04
O2 -4.26 -1.33 0.54
S1 -3.02 -1.72 -0.06
O3 -3.04 -2.81 -0.99
O4 -2.36 -0.45 -0.75
O5 -1.92 -1.90 1.00

Properties
HOMO-LUMO gap (alpha / beta) ... 8.036 / 7.296 eV
Multiplicity ... 6
Relative energy (zero: lowest compared OMol25 entry of this formula, charge and spin) ... 0.4463 eV
Charge ... 0
Highest occupied orbital energy (alpha / beta) ... -8.1594 / -8.1565 eV

Entry 5:
A structure of composition C19H15N4O6PdS3 in a non-equilibrium geometry. Source: OMol25; level of theory: ωB97M-V with the def2-TZVPD basis set.

CARTESIAN COORDINATES (ANGSTROEM)
Pd1 0.29 -1.34 0.01
N1 2.80 2.09 -0.91
C1 1.80 1.17 -0.95
S1 2.11 -0.33 -1.70
N2 0.63 1.60 -0.52
N3 -0.35 0.73 -0.45
C2 -1.58 1.15 -0.28
C3 -1.87 2.59 -0.15
C4 -2.60 3.07 0.94
C5 -2.75 4.43 1.13
C6 -2.18 5.33 0.24
C7 -1.48 4.86 -0.85
C8 -1.32 3.50 -1.05
C9 -2.63 0.14 -0.30
C10 -3.97 0.46 -0.52
C11 -4.88 -0.57 -0.69
C12 -4.44 -1.89 -0.61
C13 -3.10 -2.12 -0.35
N4 -2.22 -1.14 -0.20
H1 3.73 1.72 -1.01
H2 2.66 2.84 -0.25
H3 -3.02 2.37 1.64
H4 -3.30 4.79 1.99
H5 -2.29 6.39 0.40
H6 -1.04 5.56 -1.55
H7 -0.76 3.14 -1.90
H8 -4.28 1.49 -0.59
H9 -5.92 -0.35 -0.89
H10 -5.13 -2.71 -0.76
H11 -2.69 -3.12 -0.28
O1 1.29 -0.10 1.70
S2 1.46 -1.47 2.26
O2 2.07 -1.44 3.57
O3 0.20 -2.18 2.16
C14 2.72 -2.12 1.12
C15 3.91 -1.41 1.17
C16 4.93 -1.68 0.27
C17 4.76 -2.66 -0.69
C18 3.58 -3.38 -0.73
C19 2.56 -3.12 0.17
S3 1.11 -4.21 0.07
O4 0.80 -4.67 1.40
O5 1.53 -5.28 -0.83
O6 0.05 -3.39 -0.59
H12 3.99 -0.64 1.92
H13 5.85 -1.11 0.31
H14 5.55 -2.87 -1.41
H15 3.40 -4.16 -1.45

Properties
HOMO-LUMO gap (alpha / beta) ... 6.316 / 6.263 eV
Charge ... -1
Highest occupied orbital energy (alpha / beta) ... -5.2747 / -5.2766 eV

Entry 6:
The molecule C4H8O2. Source: OMol25; level of theory: ωB97M-V with the def2-TZVPD basis set.

CARTESIAN COORDINATES (ANGSTROEM)
C1 1.30 0.83 0.62
C2 0.21 -0.11 0.14
C3 -1.24 0.12 0.58
O1 -2.17 -0.16 -0.44
C4 0.47 -0.68 -1.18
O2 0.47 -1.51 -0.02
H1 0.96 1.52 1.40
H2 1.59 1.44 -0.25
H3 2.20 0.29 0.94
H4 -1.39 1.15 0.90
H5 -1.45 -0.51 1.46
H6 -2.08 -1.09 -0.66
H7 1.47 -0.54 -1.59
H8 -0.34 -0.74 -1.89

Properties
SMILES string ... C[C@@]1(CO)CO1
HOMO-LUMO gap ... 11.025 eV
Relative energy (zero: lowest compared OMol25 entry of this formula, charge and spin) ... 2.2397 eV
Charge ... 0
Highest occupied orbital energy ... -10.0935 eV